Entry from the Open Molecules 2025 dataset: the molecule C7H6BrNOS at a distorted geometry (ωB97M-V/def2-TZVPD).

Output
- net charge = 0
- energy above the lowest of the compared OMol25 structures with the same formula, charge and spin (kJ/mol) = 322.1
- HOMO-LUMO gap (Ha) = 0.1823
- DFT total energy (a.u.) = -3372.39781
- multiplicity = 1

Last column: Mulliken charge in e.
CARTESIAN COORDINATES (ANGSTROEM)
C (1.405, -1.353, -1.624)  -0.56
C (1.665, 0.016, -1.710)  -0.53
C (0.467, -1.730, -0.634)  -0.35
C (1.211, 0.973, -0.744)  -0.34
C (0.087, -0.850, 0.408)  0.83
C (0.404, 0.543, 0.222)  0.07
C (-1.771, 1.552, 1.207)  0.63
N (-0.621, -1.228, 1.430)  -0.82
O (-2.674, 1.896, 2.118)  -0.36
S (-0.179, 1.741, 1.437)  -0.16
Br (-2.538, 0.942, -0.360)  0.03
H (1.696, -2.194, -2.220)  0.38
H (2.430, 0.454, -2.356)  0.29
H (0.110, -2.827, -0.420)  0.12
H (1.471, 2.019, -0.989)  0.31
H (-0.901, -2.193, 1.383)  0.16
H (-2.262, 2.238, 2.852)  0.33